ORCA calculation (wB97M-V/def2-TZVPD) on C24H19Cl3F5O2S4SbSeTc as an isolated structure in a non-equilibrium geometry.

```
! wB97M-V def2-TZVPD RIJCOSX def2/J DEFGRID3
* xyz 1 1
Tc -0.40892 -0.22322 -0.12043
Cl -3.52166 0.21160 6.60942
C -2.77672 -0.10609 5.09393
C -2.80739 0.86791 4.10748
C -2.18590 0.59514 2.91248
Cl -2.17084 1.71294 1.59539
C -1.54028 -0.61090 2.68571
O -0.93682 -0.76348 1.47449
C -1.55362 -1.58899 3.66910
Cl -0.82705 -3.11263 3.36011
C -2.16751 -1.33247 4.87957
H -3.31339 1.80831 4.27714
H -2.17631 -2.09187 5.64882
S 2.14387 -2.02698 1.59606
Sb 4.07717 -1.70640 -0.45293
S 2.15761 -0.30972 2.49154
S 1.36614 -1.86647 -0.37116
S 4.52584 0.37728 0.03457
C 0.15708 -1.41173 -3.91354
C -0.27952 0.00325 -4.31249
C -1.73943 0.26755 -3.92363
C 0.66202 1.07710 -3.78648
C 1.48960 1.73907 -4.68232
C 2.27880 2.80445 -4.28138
C 2.18344 3.28198 -2.98506
C 1.38734 2.65429 -2.04122
C 1.13945 3.34609 -0.70797
C -0.31183 3.85735 -0.69884
C 1.43952 2.52069 0.54564
C 0.71648 1.49567 -2.45136
O 0.09592 0.71411 -1.48359
H -0.39759 -2.15100 -4.49572
H -0.03548 -1.60190 -2.85746
H 1.22307 -1.55945 -4.09861
H -0.22205 0.06344 -5.39966
H -1.92754 0.08106 -2.86628
H -2.40034 -0.39108 -4.49262
H -2.02004 1.29835 -4.14709
H 1.49882 1.41527 -5.71672
H 2.93532 3.29057 -4.99256
H 2.72642 4.17535 -2.69831
H 1.80418 4.21056 -0.68084
H -1.01722 3.02139 -0.74524
H -0.50156 4.50122 -1.55885
H -0.51517 4.42935 0.20976
H 0.72665 1.70421 0.69529
H 1.35950 3.15474 1.43243
H 2.44208 2.09299 0.52361
F -2.97279 -4.49140 -5.92179
C -2.66196 -4.05626 -4.72014
C -3.44133 -3.08038 -4.11972
F -4.48464 -2.57930 -4.76736
C -3.11621 -2.63650 -2.85837
F -3.87033 -1.69931 -2.30458
C -2.01373 -3.14826 -2.16958
Se -1.69249 -2.69274 -0.38005
C -1.22924 -4.10730 -2.81394
F -0.14900 -4.59209 -2.22027
C -1.54958 -4.56686 -4.07131
F -0.79968 -5.48236 -4.66930
*
```

Summary:
largest force on an atom = 0.057 hartree/bohr
LUMO (spin up / spin down) = -5.79 / -5.80 eV
frontier orbital gap (spin up / spin down) = 0.17064 / 0.17021 Ha
energy above the lowest of the compared OMol25 structures with the same formula, charge and spin = 1.409 eV